1.
{
  "formula": "C36H24O24",
  "method": "ωB97M-V with the def2-TZVPD basis set",
  "species": ["C", "C", "C", "O", "C", "C", "C", "O", "O", "O", "H", "H", "H", "H", "C", "C", "C", "O", "C", "C", "C", "O", "O", "O", "H", "H", "H", "H", "C", "C", "C", "O", "C", "C", "C", "O", "O", "O", "H", "H", "H", "H", "C", "C", "C", "O", "C", "C", "C", "O", "O", "O", "H", "H", "H", "H", "C", "C", "C", "O", "C", "C", "C", "O", "O", "O", "H", "H", "H", "H", "C", "C", "C", "O", "C", "C", "C", "O", "O", "O", "H", "H", "H", "H"],
  "coordinates": [[-1.518162, -6.111634, -2.356461], [-0.432602, -5.980946, -1.519530], [-0.446718, -5.549271, -0.042066], [0.559075, -5.659333, 0.638900], [-1.730039, -5.071186, 0.424533], [-2.763135, -5.025519, -0.427473], [-2.748706, -5.637868, -1.737787], [-3.845707, -5.777089, -2.301339], [-3.966524, -4.506285, -0.085443], [0.784870, -6.403059, -1.857554], [-1.470990, -6.589234, -3.317348], [-1.657634, -4.856504, 1.542166], [-4.520674, -4.859127, -0.827941], [1.341287, -6.337442, -1.048334], [-0.703897, 6.340653, -4.451040], [-0.677468, 6.327766, -3.122920], [-1.283401, 5.226722, -2.306630], [-1.360972, 5.366808, -1.104411], [-1.937797, 4.160304, -3.020844], [-2.042871, 4.200911, -4.350599], [-1.435561, 5.292860, -5.115367], [-1.580130, 5.286355, -6.317732], [-2.832723, 3.340925, -5.062918], [-0.237677, 7.297230, -2.346912], [-0.394048, 7.224851, -5.067758], [-2.507952, 3.386338, -2.447466], [-2.771089, 3.681661, -5.971076], [-0.525264, 7.172908, -1.411835], [2.325866, 0.210968, -3.974259], [2.046138, 1.537708, -3.901087], [0.828520, 2.232196, -4.485540], [0.774186, 3.484873, -4.372759], [-0.109016, 1.389274, -5.092394], [0.236563, 0.064441, -5.369458], [1.431239, -0.645849, -4.764228], [1.585715, -1.818970, -4.988431], [-0.540854, -0.724067, -6.130908], [2.806570, 2.362140, -3.190808], [3.164973, -0.276883, -3.620841], [-1.082362, 1.757438, -5.464852], [-0.122063, -1.590578, -6.157869], [2.334781, 3.260324, -3.196706], [0.677265, -2.858286, 6.557218], [0.365293, -3.994192, 7.175584], [-0.143998, -5.242867, 6.417209], [-0.540226, -6.148730, 7.114598], [-0.383181, -5.154563, 5.010028], [-0.143377, -3.959871, 4.411636], [0.539350, -2.843982, 5.129458], [1.060074, -2.034182, 4.398209], [-0.449998, -3.722561, 3.163061], [0.536334, -4.274035, 8.453756], [1.190159, -2.030992, 7.040753], [-0.851384, -5.986432, 4.506106], [-0.054002, -2.927798, 2.751164], [0.223151, -5.197141, 8.543415], [0.425791, 3.063223, 4.115121], [1.051960, 1.847687, 4.118707], [2.052644, 1.574593, 3.023498], [2.396205, 0.434894, 2.989061], [2.476261, 2.618924, 2.152452], [1.910402, 3.853954, 2.288293], [0.818912, 4.112549, 3.261834], [0.229562, 5.176454, 3.131863], [2.164592, 4.895854, 1.528183], [0.769926, 0.815925, 4.857655], [-0.299348, 3.331331, 4.877526], [3.171751, 2.341122, 1.384478], [1.525701, 5.607089, 1.793733], [1.107448, 0.002568, 4.397574], [-0.813519, 0.410594, 1.269342], [-0.608111, 1.657317, 0.654959], [0.505917, 1.885874, -0.362359], [0.405213, 2.944283, -0.910008], [1.497897, 0.853040, -0.583479], [1.382466, -0.273668, 0.148031], [0.184991, -0.515281, 1.104857], [0.253513, -1.667220, 1.426578], [2.213618, -1.249700, 0.008719], [-1.347548, 2.752509, 0.887296], [-1.578917, 0.179128, 1.945648], [2.352817, 1.062262, -1.178473], [1.766456, -1.943226, 0.532182], [-1.015805, 3.418743, 0.187857]],
  "forces_ev_per_a": [[1.15, 0.95, 2.67], [0.62, -1.10, -0.78], [-1.12, 0.07, -0.64], [-0.29, -0.05, -0.78], [1.17, 0.09, 2.22], [-0.86, 1.24, 2.68], [-0.73, -1.37, -3.45], [0.74, 0.35, 0.75], [0.78, -0.99, -0.78], [-0.03, 0.05, -0.06], [-0.12, 0.07, -0.15], [-0.88, 0.20, -1.77], [-0.23, 0.44, 0.27], [-0.18, 0.07, -0.23], [0.12, 1.34, -0.64], [-0.16, 0.14, 1.26], [-0.85, -0.43, -0.71], [0.34, 0.03, 0.61], [-1.09, -1.61, 0.62], [-1.49, -1.01, 0.49], [1.03, 0.46, -0.76], [-0.45, -0.19, -0.91], [1.12, 0.89, 0.76], [0.55, 1.20, 0.21], [-0.16, -1.11, 0.75], [0.73, 0.79, -0.46], [-0.03, 0.00, -0.35], [0.17, -0.51, -0.70], [-2.28, 0.64, -1.63], [0.68, -0.17, 0.92], [0.73, 2.08, 0.67], [0.22, -2.65, -0.11], [-1.35, -2.47, -1.77], [-1.52, 1.10, 0.04], [0.61, 1.93, 0.29], [-0.14, -0.71, -0.15], [0.29, 1.36, 0.66], [-0.53, 1.18, -0.11], [1.68, -0.48, 1.04], [0.82, -0.10, 0.18], [0.33, -0.59, 0.10], [0.62, -1.21, -0.16], [0.31, 0.54, 0.16], [0.27, -1.50, 0.06], [-1.24, 1.37, -0.03], [0.45, -0.84, 0.58], [0.19, 0.72, -0.53], [-0.24, -1.03, 0.26], [0.53, -0.41, 0.15], [0.23, 1.40, -0.49], [-0.41, -0.60, -0.63], [0.07, 0.49, 0.03], [-0.26, -0.09, -0.04], [0.06, -0.02, -0.08], [0.07, 0.33, 0.43], [-0.13, -0.16, 0.15], [-0.14, -1.20, 2.36], [-0.76, 1.92, -1.22], [-0.86, 1.31, 1.02], [1.21, -2.55, -0.88], [-0.30, 1.33, -0.27], [0.83, -0.81, -0.70], [-0.57, 0.08, -0.72], [0.19, 0.21, 0.35], [0.20, 0.29, -0.31], [-0.50, -0.37, 0.27], [-0.16, -0.24, -0.18], [0.29, 0.21, -0.24], [0.21, -0.50, 0.03], [0.33, 0.20, 0.43], [0.04, 3.76, -0.73], [-1.18, -0.98, 1.81], [0.15, -1.84, 0.84], [0.40, 1.91, -1.36], [-0.76, 0.66, 0.96], [-0.70, 2.63, -0.79], [2.75, -0.31, -3.23], [-0.98, -2.93, 2.20], [0.15, -0.80, 0.24], [1.20, -0.97, -1.37], [-1.17, 0.04, 0.77], [0.37, 0.09, -0.62], [0.31, -0.72, 0.39], [-0.43, -0.57, 0.84]],
  "homo_lumo_gap_ev": 7.606,
  "fmax_ev_per_a": 4.25,
  "relative_energy_kcal_mol": 0.0,
  "smiles": "O=C1C=C(O)C(=O)C=C1O.O=C1C=C(O)C(=O)C=C1O.O=C1C=C(O)C(=O)C=C1O.O=C1C=C(O)C(=O)C=C1O.O=C1C=C(O)C(=O)C=C1O.O=C1C=C(O)C(=O)C=C1O",
  "homo_energy_ev": -9.52,
  "charge": 0
}

***

2.
{
  "formula": "C36H25Cl2FO7",
  "method": "ωB97M-V with the def2-TZVPD basis set",
  "species": ["C", "C", "Cl", "C", "Cl", "C", "C", "C", "F", "C", "O", "C", "O", "O", "H", "H", "H", "H", "H", "H", "H", "H", "H", "C", "C", "C", "C", "C", "C", "C", "O", "C", "C", "C", "C", "C", "C", "C", "O", "H", "H", "H", "H", "H", "H", "H", "H", "C", "C", "C", "C", "C", "C", "C", "O", "C", "C", "C", "C", "C", "C", "C", "O", "H", "H", "H", "H", "H", "H", "H", "H"],
  "coordinates": [[-1.043171, 0.193506, 6.291983], [-1.258407, -0.907441, 5.282474], [0.157480, -1.853175, 4.965194], [-2.380949, -1.186908, 4.622632], [-2.383651, -2.382681, 3.375117], [-3.695663, -0.430266, 4.762625], [-4.915058, -1.334002, 4.581098], [-6.223851, -0.667562, 4.940932], [-4.741827, -2.428805, 5.411038], [-3.753119, 0.791315, 3.804146], [-3.972860, 1.905248, 4.665040], [-3.987778, 1.506897, 5.960718], [-4.122540, 2.217214, 6.897222], [-3.806869, 0.164417, 6.049541], [-1.374359, 1.160986, 5.912189], [0.018167, 0.272136, 6.516965], [-1.573757, -0.012114, 7.221624], [-4.934865, -1.706309, 3.554341], [-6.236078, -0.394763, 5.996385], [-6.412528, 0.215584, 4.327499], [-7.032371, -1.376703, 4.758828], [-4.571052, 0.728925, 3.084730], [-2.816855, 0.940517, 3.266360], [2.980932, -3.995304, 1.898031], [2.280354, -2.863839, 2.300370], [1.408205, -2.237957, 1.426985], [1.238319, -2.734004, 0.140541], [1.951565, -3.862451, -0.269165], [2.819857, -4.491604, 0.614563], [1.802995, -4.410308, -1.649501], [2.410779, -5.398163, -2.000548], [0.887680, -3.691621, -2.582205], [0.766159, -4.147102, -3.889143], [-0.073018, -3.490939, -4.773929], [-0.796386, -2.378396, -4.358222], [-0.682223, -1.921693, -3.056231], [0.158524, -2.576834, -2.163797], [0.281097, -2.053033, -0.775683], [-0.365606, -1.094372, -0.407003], [3.650735, -4.491469, 2.588141], [2.408438, -2.477603, 3.302467], [0.838313, -1.372336, 1.738757], [3.357985, -5.368663, 0.281655], [1.336983, -5.012771, -4.196293], [-0.162554, -3.843969, -5.793011], [-1.448328, -1.865320, -5.052990], [-1.233724, -1.054598, -2.718695], [3.547600, 1.122649, -0.916761], [2.181382, 0.868365, -0.860235], [1.316341, 1.511743, -1.728365], [1.813879, 2.417462, -2.657165], [3.183999, 2.684829, -2.704507], [4.048265, 2.033103, -1.832451], [3.746323, 3.664212, -3.677658], [4.936510, 3.889058, -3.729001], [2.790193, 4.362227, -4.586027], [3.281260, 5.305306, -5.481026], [2.414800, 5.960548, -6.339139], [1.053954, 5.674842, -6.310105], [0.559502, 4.735939, -5.421006], [1.424252, 4.077880, -4.554446], [0.865541, 3.076436, -3.599816], [-0.317204, 2.808249, -3.594153], [4.221527, 0.606029, -0.245185], [1.791078, 0.165840, -0.137351], [0.254088, 1.309512, -1.697824], [5.106785, 2.247484, -1.889137], [4.342803, 5.511687, -5.491817], [2.798444, 6.696529, -7.033663], [0.379099, 6.187153, -6.983421], [-0.495540, 4.501252, -5.383518]],
  "forces_ev_per_a": [[0.03, -0.11, 0.08], [-0.06, 0.19, 0.12], [0.10, -0.03, 0.04], [0.00, 0.13, 0.09], [-0.09, -0.03, -0.11], [0.00, 0.10, -0.31], [-0.09, 0.01, -0.13], [-0.10, -0.10, -0.01], [-0.02, -0.20, 0.13], [0.04, -0.04, -0.07], [-0.06, -0.12, 0.29], [0.08, -0.16, -0.22], [-0.04, 0.13, 0.02], [0.16, 0.19, 0.04], [0.00, -0.04, 0.01], [-0.04, 0.00, -0.05], [0.00, 0.03, -0.06], [0.01, 0.05, 0.02], [0.01, 0.03, -0.08], [0.03, 0.00, 0.06], [0.04, 0.05, 0.01], [0.03, -0.01, 0.06], [-0.03, -0.05, 0.04], [-0.01, 0.01, -0.06], [0.02, -0.05, 0.01], [-0.02, 0.02, 0.10], [-0.01, -0.04, -0.03], [0.00, 0.02, -0.02], [0.01, -0.01, 0.06], [0.01, 0.00, 0.01], [0.00, 0.00, 0.00], [-0.01, -0.01, 0.03], [-0.03, 0.01, -0.06], [0.01, 0.00, 0.01], [0.00, 0.00, 0.01], [-0.02, 0.00, -0.05], [0.04, 0.02, 0.00], [0.00, -0.03, -0.04], [-0.05, 0.04, 0.04], [0.01, 0.01, -0.01], [0.01, 0.01, 0.00], [-0.02, -0.01, -0.03], [-0.01, 0.01, -0.03], [0.01, 0.00, 0.03], [0.00, 0.00, 0.00], [0.01, 0.00, 0.00], [0.01, 0.00, 0.02], [0.00, 0.03, -0.03], [0.08, 0.01, 0.03], [-0.03, -0.09, 0.04], [0.01, 0.01, -0.03], [-0.01, 0.01, 0.00], [0.00, -0.06, 0.02], [0.01, 0.01, 0.00], [-0.01, 0.00, 0.01], [0.00, -0.03, 0.01], [-0.01, 0.04, -0.05], [0.01, -0.01, 0.01], [0.00, -0.01, 0.01], [-0.01, 0.04, -0.04], [0.01, 0.00, 0.03], [-0.01, 0.00, -0.01], [0.00, 0.00, 0.00], [-0.01, 0.02, 0.01], [-0.01, 0.02, 0.01], [0.00, 0.02, -0.02], [-0.01, 0.02, -0.02], [0.00, -0.02, 0.02], [0.00, 0.00, 0.00], [0.00, 0.00, 0.00], [0.01, -0.02, 0.02]],
  "homo_lumo_gap_ev": 8.468,
  "fmax_ev_per_a": 0.32,
  "relative_energy_kcal_mol": 0.0,
  "smiles": "C/C(Cl)=C(/Cl)[C@]1([C@H](C)F)COC(=O)O1.O=C1c2ccccc2C(=O)c2ccccc21.O=C1c2ccccc2C(=O)c2ccccc21",
  "homo_energy_ev": -9.60,
  "charge": 0
}

***

3.
{
  "formula": "C36H26BF4IrN10O2S",
  "method": "ωB97M-V with the def2-TZVPD basis set",
  "species": ["Ir", "N", "C", "C", "C", "C", "C", "C", "C", "C", "C", "C", "C", "C", "N", "C", "C", "C", "C", "N", "H", "H", "H", "H", "H", "H", "H", "H", "H", "H", "N", "C", "C", "C", "C", "C", "C", "S", "O", "O", "N", "C", "N", "C", "C", "C", "N", "H", "H", "H", "H", "H", "H", "H", "H", "H", "F", "B", "F", "F", "F", "N", "C", "C", "C", "C", "C", "C", "C", "N", "C", "C", "N", "C", "H", "H", "H", "H", "H", "H", "H"],
  "coordinates": [[1.253808, -0.380940, 0.015143], [-4.102825, -6.282171, -6.432174], [-3.470990, -5.647715, -5.713515], [-2.680294, -4.853094, -4.811395], [-3.310983, -4.010696, -3.900129], [-2.548927, -3.250353, -3.029584], [-1.160807, -3.319719, -3.074372], [-0.533278, -4.161374, -3.987867], [-1.290126, -4.931689, -4.853166], [-0.349202, -2.502772, -2.131814], [0.391039, -1.423199, -2.672910], [0.451917, -1.044540, -4.008984], [1.366109, 0.018830, -4.105357], [1.827243, 0.254303, -2.831655], [1.253829, -0.604656, -1.941670], [-0.316137, -2.881509, -0.816836], [-0.762816, -4.112295, -0.240286], [-0.266845, -4.167477, 1.030108], [0.458395, -2.964712, 1.236438], [0.413946, -2.200862, 0.162539], [-4.390663, -3.959586, -3.875767], [-3.032081, -2.598064, -2.312869], [0.547536, -4.218129, -4.014431], [-0.811128, -5.594541, -5.560316], [-0.087878, -1.510942, -4.816725], [1.673678, 0.530891, -5.001297], [2.562489, 0.963870, -2.498943], [-1.340898, -4.860279, -0.758129], [-0.376620, -4.961151, 1.749369], [0.990742, -2.652298, 2.119470], [2.717763, -0.279538, 8.239703], [2.098119, -0.136827, 7.040935], [1.805426, 1.141940, 6.535360], [1.168209, 1.287550, 5.326512], [0.806868, 0.156324, 4.595694], [1.075364, -1.120147, 5.089966], [1.715568, -1.266777, 6.296713], [-0.011752, 0.321858, 3.082217], [-0.663104, 1.594837, 2.991708], [-0.734570, -0.885021, 2.797194], [1.199208, 0.332924, 1.898356], [1.923709, 1.483758, 1.659077], [2.252742, 2.421875, 2.516928], [3.025554, 3.390036, 2.026540], [3.471742, 3.425672, 0.711057], [3.058498, 2.408972, -0.127327], [2.259796, 1.459357, 0.348966], [3.050443, 0.520648, 8.744488], [2.990155, -1.185479, 8.572754], [2.078305, 2.017294, 7.110985], [0.939104, 2.269859, 4.940241], [0.757001, -1.991868, 4.534794], [1.916008, -2.256364, 6.686890], [3.308886, 4.169156, 2.724268], [4.124598, 4.208703, 0.358377], [3.372493, 2.333762, -1.157813], [5.086641, -1.996956, -0.421149], [4.512458, -0.831748, -0.086087], [2.989883, -1.307907, 0.373544], [4.951774, -0.203546, 1.030985], [4.250593, 0.021449, -1.132389], [-4.715833, 7.741534, -3.166027], [-4.261920, 6.768244, -2.760624], [-3.692413, 5.547837, -2.255001], [-4.239383, 4.322360, -2.628223], [-3.686194, 3.148009, -2.150601], [-2.598980, 3.214029, -1.293653], [-2.055051, 4.427119, -0.902298], [-2.599906, 5.600269, -1.393517], [-2.027661, 2.000847, -0.797156], [-2.711374, 0.934423, -0.251622], [-1.781221, 0.015305, 0.100998], [-0.540280, 0.517457, -0.232130], [-0.721818, 1.711231, -0.770919], [-5.086485, 4.294542, -3.298968], [-4.085635, 2.189532, -2.454303], [-1.233975, 4.455472, -0.197819], [-2.193707, 6.557682, -1.099227], [-3.778341, 0.952031, -0.121331], [-1.893342, -0.926868, 0.605212], [0.047805, 2.352016, -1.165156]],
  "forces_ev_per_a": [[0.12, 0.44, 0.36], [0.00, 0.01, 0.00], [0.01, -0.01, 0.00], [0.00, 0.01, 0.00], [-0.01, 0.00, 0.01], [-0.01, -0.03, 0.02], [0.03, 0.02, 0.03], [-0.01, 0.02, -0.04], [0.00, 0.00, 0.00], [-0.02, -0.03, -0.05], [-0.08, 0.05, -0.01], [0.05, 0.04, -0.02], [-0.04, -0.04, -0.05], [0.02, 0.02, 0.12], [0.02, -0.26, -0.24], [0.05, 0.02, 0.03], [-0.01, 0.04, -0.02], [0.01, 0.01, 0.04], [-0.06, -0.05, -0.01], [-0.07, -0.04, -0.07], [0.00, 0.00, 0.00], [0.00, 0.00, 0.00], [0.00, 0.00, 0.00], [0.00, 0.00, 0.00], [-0.01, 0.01, 0.00], [0.01, 0.01, 0.01], [0.04, 0.00, -0.02], [0.01, -0.01, 0.00], [0.00, 0.00, 0.00], [0.00, 0.01, 0.01], [-0.01, 0.00, 0.00], [0.00, 0.01, 0.00], [0.00, 0.01, 0.00], [-0.02, 0.00, 0.00], [-0.02, 0.03, -0.03], [0.03, 0.00, 0.00], [-0.01, -0.01, -0.01], [0.03, -0.04, 0.04], [0.00, 0.02, 0.00], [0.00, 0.01, -0.02], [0.01, 0.03, 0.11], [0.09, 0.00, -0.07], [0.01, -0.04, 0.02], [0.01, 0.01, 0.01], [0.00, -0.02, -0.01], [0.06, -0.04, 0.04], [-0.29, -0.08, -0.06], [0.00, 0.00, 0.00], [0.00, 0.00, 0.00], [0.00, 0.00, 0.00], [0.00, 0.00, -0.01], [0.00, 0.00, 0.00], [0.00, 0.00, 0.00], [0.00, 0.00, 0.00], [0.00, 0.00, 0.00], [-0.01, 0.05, 0.01], [0.01, 0.03, 0.04], [-0.05, -0.03, 0.05], [0.04, -0.07, -0.15], [0.02, 0.05, 0.03], [0.01, -0.04, -0.06], [0.00, 0.00, 0.00], [-0.01, 0.00, 0.00], [0.00, -0.01, 0.00], [0.00, 0.00, 0.00], [0.01, 0.00, -0.01], [-0.01, 0.01, 0.00], [0.00, 0.00, 0.02], [0.00, 0.00, 0.00], [0.01, 0.00, 0.00], [0.00, 0.01, 0.03], [0.01, -0.02, -0.02], [0.04, -0.10, -0.06], [-0.01, 0.01, 0.02], [0.00, 0.00, 0.00], [0.00, 0.00, 0.00], [0.00, 0.00, 0.00], [0.00, 0.00, 0.00], [0.00, 0.00, -0.01], [-0.01, 0.01, 0.00], [0.00, 0.00, -0.01]],
  "multiplicity": 2,
  "homo_lumo_gap_ev": [6.684, 4.671],
  "fmax_ev_per_a": 0.58,
  "relative_energy_kcal_mol": 0.0,
  "homo_energy_ev": [-10.71, -10.69],
  "charge": 1
}